{"formula": "C11H26N2O4", "method": "wB97M-V/def2-TZVPD", "max_force_ha_per_bohr": 0.0406, "orbital_gap_ev": 1.05, "charge": -2, "elements": ["C", "N", "C", "N", "C", "O", "O", "H", "H", "H", "H", "H", "H", "C", "C", "O", "C", "C", "H", "H", "H", "H", "H", "H", "H", "H", "H", "H", "C", "C", "O", "C", "C", "H", "H", "H", "H", "H", "H", "H", "H", "H", "H"], "coordinates": [[-2.38647, -3.57313, -2.69968], [-3.82310, -3.86161, -2.90371], [-4.63721, -2.61831, -3.12116], [-5.92093, -2.59592, -2.47995], [-6.69329, -3.67039, -2.88213], [-6.42883, -4.41083, -3.88981], [-7.77919, -3.89518, -2.20212], [-1.75862, -3.97856, -3.52480], [-2.14694, -2.49602, -2.61113], [-2.09824, -4.04221, -1.73147], [-3.86796, -4.34049, -3.79919], [-4.79437, -2.45834, -4.23561], [-4.09620, -1.70337, -2.77454], [1.50457, 0.22273, 0.04230], [0.79375, 0.00390, -1.28418], [-0.46332, -0.62389, -1.16039], [-1.43784, 0.05253, -0.38508], [-1.78851, 1.43269, -0.91325], [1.63808, -0.72823, 0.56362], [2.48468, 0.67580, -0.11905], [0.93960, 0.88082, 0.70426], [1.40247, -0.65394, -1.90752], [0.69546, 0.94817, -1.83382], [-1.11990, 0.10293, 0.66382], [-2.33108, -0.57311, -0.40774], [-0.92730, 2.10629, -0.90724], [-2.57071, 1.88340, -0.30050], [-2.14602, 1.36508, -1.94201], [4.70690, 4.09977, 2.78169], [3.47827, 3.30476, 2.37036], [3.74976, 1.94829, 2.07344], [4.29893, 1.17089, 3.12133], [3.41246, 1.09095, 4.35256], [5.46704, 4.05866, 1.99856], [4.44118, 5.14332, 2.95960], [5.15828, 3.71033, 3.69570], [3.06498, 3.73828, 1.45873], [2.69340, 3.37769, 3.13101], [5.29897, 1.53766, 3.38172], [4.43428, 0.16712, 2.71578], [3.24900, 2.07090, 4.80416], [3.86942, 0.44738, 5.10619], [2.43449, 0.68319, 4.09122]], "forces_ev_per_a": [[-0.2, -0.3, 0.4], [1.2, 0.9, -0.7], [-1.6, 0.9, -0.2], [1.0, -0.6, -0.3], [-1.9, 0.0, 0.9], [0.9, 0.1, -0.6], [0.4, 0.3, -0.1], [-0.1, 0.1, 0.5], [-0.2, -0.3, -0.1], [0.3, 0.2, -0.5], [-0.6, -0.2, 0.4], [0.5, -0.3, 0.3], [0.2, -0.7, 0.0], [0.0, 0.0, 0.0], [-0.1, 0.0, 0.1], [0.1, -0.2, -0.1], [-0.2, 0.0, 0.1], [0.2, 0.1, -0.1], [0.0, 0.0, 0.0], [0.0, 0.0, 0.0], [0.0, 0.1, 0.0], [-0.1, -0.1, 0.0], [0.0, 0.1, 0.1], [0.0, 0.1, 0.0], [0.1, -0.1, -0.1], [0.0, 0.0, 0.1], [0.0, -0.1, 0.0], [-0.1, -0.1, 0.0], [0.1, -0.1, 0.0], [0.0, 0.1, 0.1], [0.0, -0.1, -0.2], [0.0, 0.0, 0.1], [-0.1, 0.1, 0.0], [0.0, 0.0, 0.0], [0.0, 0.0, 0.0], [-0.1, 0.1, 0.0], [0.0, -0.2, -0.1], [0.0, 0.0, 0.1], [0.0, 0.0, 0.1], [-0.1, 0.1, -0.2], [0.1, 0.0, 0.0], [0.0, 0.0, 0.0], [0.0, 0.0, 0.0]], "lowdin_charge": [-0.198, -0.109, -0.448, -0.058, -0.919, -0.216, -0.286, 0.048, 0.035, 0.048, 0.061, 0.074, 0.057, -0.090, -0.290, -0.159, -0.273, -0.083, 0.080, 0.065, 0.061, 0.116, 0.103, 0.102, 0.126, 0.056, 0.074, 0.085, -0.097, -0.287, -0.171, -0.285, -0.089, 0.077, 0.071, 0.060, 0.118, 0.106, 0.102, 0.118, 0.061, 0.072, 0.082]}